ORCA calculation (ωB97M-V/def2-TZVPD) on C29H24Br2CdN6O as an isolated structure.

Calculated values
Total energy (eV): -186102.947
HOMO-LUMO gap (eV): 6.758

```
! RIJCOSX wB97M-V def2-TZVPD def2/J DEFGRID3
* xyz 0 1
Cd 0.4244 -0.3110 0.8101
C -0.9307 -4.9704 1.4850
C -0.1233 -3.8224 1.5966
N -0.0310 -2.9077 0.6658
C -0.7252 -3.0707 -0.4927
C -1.6109 -4.1509 -0.6737
C -1.6868 -5.1125 0.3582
C -2.3756 -4.2541 -1.8651
C -2.2244 -3.2953 -2.8202
C -1.3041 -2.2334 -2.6766
C -0.5072 -2.0943 -1.5512
N 0.4128 -1.1218 -1.2876
C 1.2292 -0.5309 -2.2056
C 1.2814 -0.7676 -3.5719
C 2.1866 -0.1013 -4.4241
C 3.0622 0.8327 -3.9607
C 3.0945 1.0888 -2.5660
C 3.9998 2.0158 -2.0028
C 4.0302 2.2228 -0.6543
C 3.1527 1.4698 0.1450
N 2.3137 0.5945 -0.3478
C 2.2257 0.4055 -1.6930
H -0.9495 -5.6998 2.2830
H 0.4579 -3.6580 2.4992
H -2.3456 -5.9640 0.2332
H -3.0633 -5.0804 -1.9895
H -2.8150 -3.3420 -3.7273
H -1.2578 -1.4943 -3.4618
H 0.6369 -1.5058 -4.0191
H 2.1625 -0.3411 -5.4805
H 3.7376 1.3631 -4.6190
H 4.6649 2.5613 -2.6623
H 4.7019 2.9347 -0.1962
H 3.1263 1.6145 1.2196
N 1.4740 -0.7328 2.9985
C 0.4753 -0.4259 4.0362
C -0.8722 -1.0504 3.7164
N -1.3848 -0.5537 2.4370
H 1.9417 -1.6138 3.1684
H 2.1781 -0.0045 2.9779
H 0.3775 0.6586 4.0607
H 0.7998 -0.7583 5.0267
H -1.5557 -0.8570 4.5499
H -0.7754 -2.1343 3.6310
H -1.6508 0.4235 2.5009
H -2.1945 -1.0790 2.1312
Br 1.2088 4.1778 3.6920
C 0.0091 3.9599 2.2446
C -0.7490 5.0680 1.8359
C -1.6257 4.9759 0.7954
Br -2.6227 6.5044 0.2852
C -1.7869 3.7460 0.1079
C -2.6590 3.5449 -0.9868
C -2.7364 2.3220 -1.5863
C -1.9406 1.2725 -1.0895
N -1.1325 1.4258 -0.0715
C -1.0250 2.6366 0.5333
C -0.0730 2.7136 1.6334
O 0.6071 1.6888 1.9808
H -0.6274 6.0061 2.3601
H -3.2550 4.3747 -1.3421
H -3.3910 2.1489 -2.4292
H -1.9645 0.2876 -1.5449
*
```

Here are the Mulliken charges for atoms 1 to 4, given in e:
1. Cd 2.372
2. C -0.823
3. C -0.447
4. N -0.019

ORCA calculation (ωB97M-V/def2-TZVPD) on a 4-piece molecular cluster, C29H24Br2F6O3 overall.

Calculated values
Total energy (eV): -192992.340
HOMO-LUMO gap (eV): 8.690
Structure (SMILES): C[C@H](Br)[C@@H](Br)C1=C(CCC(F)=C(F)F)C(=O)OC1=O.Fc1ccccc1.Fc1ccccc1.Fc1ccccc1

```
! RIJCOSX wB97M-V def2-TZVPD def2/J DEFGRID3
* xyz 0 1
C -3.3573 0.7800 -2.7448
C -3.2986 0.0275 -1.4041
Br -4.5504 0.9485 -0.1544
C -1.9058 -0.0266 -0.7099
Br -1.3707 -1.8914 -0.3326
C -0.7825 0.6860 -1.4568
C -0.0306 1.6696 -0.9465
C -0.1055 2.2733 0.4350
C 0.0809 3.8334 0.4989
C 1.4020 4.2009 1.1522
F 2.4925 4.3156 0.3918
C 1.5603 4.4104 2.4298
F 2.5278 5.1906 2.8466
F 0.8559 3.8735 3.3808
C 0.9781 2.0834 -2.0041
O 1.9012 2.7688 -1.9596
O 0.6707 1.4448 -3.2037
C -0.2244 0.4676 -2.8602
O -0.5782 -0.4035 -3.5286
H -2.8136 1.7286 -2.7583
H -3.0082 0.0793 -3.5183
H -4.4193 0.9415 -2.9780
H -3.6984 -0.9850 -1.5005
H -2.0083 0.4998 0.2449
H -1.0124 1.9898 0.9856
H 0.7317 1.8364 1.0079
H -0.6815 4.2069 1.1987
H -0.0578 4.3408 -0.4606
F 0.8805 -3.5371 0.8459
C 1.0140 -4.8638 0.6638
C 0.2811 -5.4857 -0.3282
C 0.4239 -6.8523 -0.5182
C 1.2873 -7.5798 0.2902
C 2.0133 -6.9405 1.2859
C 1.8813 -5.5720 1.4722
H -0.3927 -4.9027 -0.9436
H -0.1389 -7.3503 -1.2968
H 1.3939 -8.6469 0.1429
H 2.6832 -7.5081 1.9184
H 2.4451 -5.0543 2.2375
F 2.7303 -0.8517 -0.3439
C 3.3958 -1.2702 -1.4315
C 3.7724 -2.5921 -1.5570
C 4.4633 -2.9850 -2.6956
C 4.7725 -2.0507 -3.6805
C 4.3823 -0.7259 -3.5301
C 3.6821 -0.3431 -2.3970
H 3.5307 -3.2991 -0.7733
H 4.7625 -4.0181 -2.8150
H 5.3151 -2.3584 -4.5652
H 4.6196 0.0038 -4.2930
H 3.3600 0.6811 -2.2588
F -1.9657 1.8245 2.1528
C -2.7317 2.6979 2.8503
C -3.9026 3.1689 2.2886
C -4.6836 4.0630 3.0081
C -4.2808 4.4791 4.2701
C -3.0989 3.9983 4.8172
C -2.3198 3.0973 4.1058
H -4.1951 2.8375 1.2983
H -5.6068 4.4352 2.5834
H -4.8898 5.1793 4.8275
H -2.7826 4.3257 5.7989
H -1.3990 2.7056 4.5187
*
```

Here are the Mulliken charges for atoms 1 to 4, given in e:
1. C -1.359
2. C 0.105
3. Br -0.133
4. C 0.334

ORCA calculation (ωB97M-V/def2-TZVPD) on C29H24BrCl5IrN2OPSSe2 as an isolated structure.

Calculated values
Total energy (eV): -321803.546
HOMO-LUMO gap (eV): 7.252
Energy above the lowest of the compared OMol25 structures with the same formula, charge and spin (kJ/mol): 129.70

```
! RIJCOSX wB97M-V def2-TZVPD def2/J DEFGRID3
* xyz 0 1
Ir -2.2920 -1.0579 3.4840
Se -0.5807 0.6531 3.7025
P 1.8002 2.2414 1.5155
Se -0.4322 2.1890 1.9051
C 1.9509 1.7563 -0.2565
C 3.2349 1.8906 -0.7921
C 3.4834 1.6030 -2.1232
C 2.4502 1.1621 -2.9424
C 1.1777 1.0064 -2.4150
C 0.9295 1.2964 -1.0761
C 1.8538 4.0679 1.2820
C 2.4133 4.8221 2.3105
C 2.4566 6.2065 2.2280
C 1.9412 6.8505 1.1129
C 1.3836 6.1064 0.0804
C 1.3409 4.7229 0.1635
H 4.0429 2.2396 -0.1578
H 4.4799 1.7311 -2.5265
H 2.6385 0.9549 -3.9881
H 0.3628 0.6830 -3.0492
H -0.0741 1.2008 -0.6785
H 2.8150 4.3189 3.1824
H 2.8948 6.7825 3.0330
H 1.9744 7.9303 1.0457
H 0.9805 6.6053 -0.7917
H 0.9106 4.1505 -0.6499
Cl -3.6524 2.2967 2.6375
C -4.6010 0.8674 2.5826
C -4.0464 -0.3592 2.9037
C -4.9252 -1.4354 2.9340
Cl -4.1312 -2.9062 3.4929
C -6.2643 -1.3948 2.6205
Cl -7.2259 -2.8121 2.6917
C -6.7868 -0.1545 2.2479
Cl -8.4454 -0.0335 1.8135
C -5.9604 0.9642 2.2433
Cl -6.6230 2.4917 1.8150
C -0.6692 -1.9544 -3.8547
C -1.1929 -3.0365 -2.9181
C -1.6283 -2.5322 -1.5519
N -0.4977 -1.9738 -0.8130
C -0.5572 -1.6222 0.4668
S -2.0789 -1.6743 1.2145
N 0.5865 -1.3327 1.1507
C 1.9421 -1.5640 0.8243
O 2.7952 -0.9368 1.3917
C 2.2784 -2.6408 -0.1589
C 1.7360 -3.9175 -0.0458
C 2.1136 -4.9045 -0.9412
C 3.0143 -4.6104 -1.9594
C 3.5559 -3.3368 -2.0682
C 3.2008 -2.3523 -1.1568
H -0.4824 -2.3610 -4.8483
H 0.2697 -1.5313 -3.4963
H -1.3919 -1.1410 -3.9527
H -0.4354 -3.8159 -2.7855
H -2.0604 -3.5245 -3.3656
H -2.0468 -3.3583 -0.9724
H -2.4074 -1.7718 -1.6387
H 0.4132 -2.0413 -1.2412
H 0.4545 -0.8195 2.0273
H 1.0271 -4.1369 0.7446
H 1.7078 -5.9032 -0.8469
H 3.3001 -5.3806 -2.6640
H 4.2625 -3.1116 -2.8560
H 3.6216 -1.3556 -1.2125
Br -2.3057 -0.9963 5.9471
*
```

Here are the Mulliken charges for atoms 1 to 4, given in e:
1. Ir 0.948
2. Se -0.325
3. P -0.115
4. Se 0.060

ORCA calculation (ωB97M-V/def2-TZVPD) on C29H24Cl2N3PRuS3 as an isolated structure.

Calculated values
Total energy (eV): -104339.751
HOMO-LUMO gap (alpha / beta) (eV): 7.538 / 5.998
<S²>: 6.034
Energy above the lowest of the compared OMol25 structures with the same formula, charge and spin (kJ/mol): 147.02

```
! RIJCOSX wB97M-V def2-TZVPD def2/J DEFGRID3
* xyz 2 5
Ru -1.3959 2.2981 0.0367
S 0.5181 6.0513 1.4443
C 1.6108 4.7533 1.8486
C 2.8398 4.8305 2.4954
C 3.5201 3.6499 2.7170
C 2.9933 2.4201 2.3033
C 1.7771 2.3432 1.6559
C 1.0853 3.5301 1.4326
N -0.1490 3.6763 0.8027
C -0.5571 4.9364 0.7547
C -1.8592 5.1504 0.1530
C -2.4598 6.3782 -0.0643
C -3.7043 6.4178 -0.6831
C -4.3295 5.2441 -1.0793
C -3.7318 4.0054 -0.8575
C -2.4924 3.9473 -0.2338
H 3.2474 5.7791 2.8163
H 4.4765 3.6758 3.2202
H 3.5517 1.5145 2.4961
H 1.3743 1.3890 1.3356
H -1.9702 7.2969 0.2348
H -4.1857 7.3697 -0.8590
H -5.2969 5.2882 -1.5614
H -4.2492 3.1089 -1.1709
S -0.1274 -1.6560 1.2742
P -0.3102 -3.3016 0.1231
S -2.1544 -2.7963 -0.4929
C 0.8776 -3.3423 -1.2247
C 2.2386 -3.2907 -0.9165
C 3.1747 -3.3554 -1.9356
C 2.7556 -3.4827 -3.2566
C 1.4026 -3.5376 -3.5617
C 0.4578 -3.4641 -2.5461
C -0.1754 -4.8278 1.0300
C -0.6447 -4.8966 2.3420
C -0.5927 -6.1003 3.0209
C -0.0809 -7.2301 2.3933
C 0.3829 -7.1623 1.0874
C 0.3391 -5.9606 0.3988
H 2.5638 -3.2100 0.1145
H 4.2302 -3.3214 -1.7016
H 3.4895 -3.5478 -4.0490
H 1.0805 -3.6462 -4.5886
H -0.5985 -3.5042 -2.7802
H -1.0375 -4.0122 2.8274
H -0.9485 -6.1602 4.0402
H -0.0413 -8.1693 2.9285
H 0.7810 -8.0443 0.6051
H 0.7056 -5.9091 -0.6184
Cl -3.3229 0.6722 -0.1776
C -3.2132 0.0889 1.5218
Cl -2.0381 1.0948 2.3908
H -2.8493 -0.9339 1.4916
H -4.1898 0.2050 1.9765
N 0.4841 0.1520 -1.4013
C 1.2887 0.0125 -2.4543
C 1.2405 1.1907 -3.1820
C 0.3687 2.0068 -2.4789
N -0.0959 1.3679 -1.3907
H 0.3007 -0.5105 -0.6415
H 1.8341 -0.9041 -2.6155
H 1.7651 1.4190 -4.0924
H 0.0462 3.0129 -2.6978
*
```

Here are the Mulliken charges for atoms 1 to 4, given in e:
1. Ru 0.434
2. S -0.230
3. C 0.681
4. C -0.693

ORCA calculation (ωB97M-V/def2-TZVPD) on C29H24ClN7OSiTm as an isolated structure.

Calculated values
Total energy (eV): -92865.448
HOMO-LUMO gap (alpha / beta) (eV): 6.428 / 6.411
<S²>: 2.002
Energy above the lowest of the compared OMol25 structures with the same formula, charge and spin (kJ/mol): 0.00

```
! RIJCOSX wB97M-V def2-TZVPD def2/J DEFGRID3
* xyz 1 3
Tm 0.3375 -0.5100 -0.3258
Cl -7.1173 0.0459 0.7947
C -5.3873 0.0685 0.7262
C -4.6907 1.2011 1.1618
C -3.3149 1.2262 1.1383
C -2.5930 0.1270 0.6712
O -1.2685 0.1284 0.7153
C -3.2934 -0.9847 0.1762
C -2.6275 -2.1396 -0.3701
N -1.3909 -2.2201 -0.7289
C -0.9072 -3.4777 -1.1830
C -1.6249 -4.3319 -1.9734
C -1.1164 -5.5995 -2.3283
C 0.1073 -5.9981 -1.8825
C 0.8924 -5.1214 -1.0958
C 2.1702 -5.4805 -0.6107
C 2.8909 -4.5898 0.1274
C 2.3513 -3.3149 0.3513
N 1.1663 -2.9377 -0.0738
C 0.4036 -3.8411 -0.7717
C -4.6992 -1.0115 0.2443
H -5.2459 2.0585 1.5211
H -2.7654 2.1013 1.4657
H -3.2477 -3.0328 -0.4675
H -2.5977 -4.0278 -2.3414
H -1.7122 -6.2542 -2.9511
H 0.4992 -6.9775 -2.1284
H 2.5617 -6.4665 -0.8320
H 3.8672 -4.8342 0.5213
H 2.9307 -2.5763 0.8911
H -5.2366 -1.8858 -0.1067
N 4.7872 0.5696 0.0253
N 3.9682 0.1555 -0.9951
N 4.2337 0.3748 -2.2570
C 3.1901 -0.2037 -2.8540
N 2.3515 -0.7381 -1.9684
N 2.8877 -0.5108 -0.7770
H 5.4105 1.2727 -0.3499
H 4.2108 0.9252 0.7834
H 3.0497 -0.2168 -3.9224
C 2.4944 3.0797 4.1881
C 3.3531 3.3553 3.1333
C 2.9466 3.1138 1.8235
C 1.6828 2.5851 1.5387
C 0.8343 2.3106 2.6217
C 1.2304 2.5612 3.9298
Si 1.1527 2.1601 -0.2254
C -0.4397 3.1062 -0.6252
C -1.3515 2.5565 -1.5292
C -2.5546 3.1780 -1.8390
C -2.8769 4.3797 -1.2239
C -1.9916 4.9492 -0.3162
C -0.7866 4.3198 -0.0240
H 2.8032 3.2793 5.2069
H 4.3314 3.7780 3.3294
H 3.6105 3.3793 1.0040
H -0.1544 1.9004 2.4357
H 0.5547 2.3534 4.7509
H 2.2505 2.8002 -1.0212
H -1.1177 1.6185 -2.0279
H -3.2388 2.7303 -2.5501
H -3.8147 4.8707 -1.4535
H -2.2410 5.8887 0.1630
H -0.1082 4.7745 0.6908
*
```

Here are the Mulliken charges for atoms 1 to 4, given in e:
1. Tm 0.818
2. Cl -0.209
3. C 0.047
4. C -0.724

ORCA calculation (ωB97M-V/def2-TZVPD) on C29H24Co2O11 as an isolated structure.

Calculated values
Total energy (eV): -128234.757
HOMO-LUMO gap (eV): 7.201
Energy above the lowest of the compared OMol25 structures with the same formula, charge and spin (kJ/mol): 0.00

```
! RIJCOSX wB97M-V def2-TZVPD def2/J DEFGRID3
* xyz 0 1
C -2.9430 -2.6535 3.1535
C -1.8773 -2.9167 2.1374
O -1.1989 -1.6359 2.0168
C -0.3445 -1.5793 0.9951
C 0.2271 -0.1774 0.7260
C -0.1902 0.7501 1.8994
O 0.5733 1.1885 2.7400
O -1.4943 1.0685 1.9418
C -1.8057 2.1483 2.8703
C -3.3017 2.1620 2.9584
C 1.7447 -0.2216 0.8450
C 2.4532 0.9927 0.7446
C 3.7733 1.0796 1.1343
C 4.4218 -0.0579 1.6735
O 5.6437 0.1364 2.2397
C 6.3118 -1.0299 2.7709
C 3.7719 -1.3077 1.6132
C 2.4572 -1.3833 1.1478
O -0.0710 -2.5644 0.3205
H -3.5311 -3.5569 3.3101
H -2.4973 -2.3510 4.1049
H -3.6286 -1.8720 2.8082
H -1.1553 -3.6782 2.4637
H -2.3024 -3.1996 1.1654
H -1.3260 1.9437 3.8332
H -1.4023 3.0761 2.4436
H -3.6406 2.9880 3.5860
H -3.7647 2.2775 1.9728
H -3.6607 1.2263 3.4012
H 1.9602 1.8898 0.3649
H 4.3099 2.0279 1.1037
H 7.2856 -0.6543 3.0817
H 5.7608 -1.4395 3.6297
H 6.4255 -1.8056 2.0005
H 4.2662 -2.2167 1.9633
H 2.0061 -2.3672 1.0406
O 1.6138 4.6225 -5.4187
C 1.2627 3.8448 -4.6401
Co 0.6774 2.6192 -3.5090
C 0.5207 3.7438 -2.1556
O 0.3986 4.4491 -1.2479
C -1.0595 2.4779 -3.8472
O -2.1918 2.4358 -4.0739
C 1.4435 1.2486 -2.2325
C 0.5531 0.3691 -1.7074
C -0.3543 0.3594 -0.5385
C -1.6818 -0.3899 -0.8372
C -2.8936 0.0405 -0.3062
C -4.0648 -0.6685 -0.5833
C -4.0530 -1.6841 -1.5459
C -2.8428 -2.0763 -2.1257
C -1.6592 -1.4948 -1.6810
Co 0.8676 0.0995 -3.4717
C 1.3089 0.9897 -5.0039
O 1.6915 1.0948 -6.1009
C -0.6556 -0.3627 -4.2255
O -1.6351 -0.6458 -4.7733
C 1.7632 -1.4067 -3.6863
O 2.2880 -2.4285 -3.8326
H 2.4386 1.4614 -1.8441
H -0.6259 1.4203 -0.3686
H -2.9052 0.9107 0.3492
H -4.9836 -0.4159 -0.0463
H -4.9864 -2.1467 -1.8689
H -2.7993 -2.8482 -2.8981
H -0.6921 -1.9060 -1.9807
*
```

Here are the Mulliken charges for atoms 1 to 4, given in e:
1. C -1.229
2. C -0.191
3. O -0.387
4. C -0.516

ORCA calculation (ωB97M-V/def2-TZVPD) on C29H24LiN8SSe as an isolated structure.

Calculated values
Total energy (eV): -118768.563
HOMO-LUMO gap (eV): 7.783
Energy above the lowest of the compared OMol25 structures with the same formula, charge and spin (kJ/mol): 10.92

```
! RIJCOSX wB97M-V def2-TZVPD def2/J DEFGRID3
* xyz 1 1
Li -0.3799 -0.2938 0.2191
C -2.4099 -2.0846 1.6228
N -1.8438 -1.9783 0.2942
C -2.7229 -1.5627 -0.7724
C -1.8884 -1.0959 -1.9113
N -0.6729 -0.6591 -1.7401
C -0.2066 -0.3112 -2.9817
C 1.0322 0.1724 -3.3851
C 1.2059 0.4378 -4.7269
C 0.1875 0.2206 -5.6589
C -1.0366 -0.2949 -5.2824
C -1.2199 -0.5514 -3.9338
N -2.2798 -1.0568 -3.2123
C -1.5408 -1.3203 2.5669
N -0.5276 -0.6040 2.1702
C 0.0128 -0.0357 3.2947
C 1.0990 0.8162 3.4450
C 1.4153 1.2304 4.7206
C 0.6778 0.8125 5.8299
C -0.4013 -0.0396 5.7033
C -0.7269 -0.4552 4.4208
N -1.7136 -1.2748 3.9145
H -2.4940 -3.1272 1.9610
H -3.4207 -1.6550 1.6519
H -1.3716 -2.8329 0.0303
H -3.3192 -0.7112 -0.4198
H -3.4192 -2.3520 -1.1037
H 1.8194 0.3176 -2.6629
H 2.1524 0.8217 -5.0748
H 0.3656 0.4556 -6.6974
H -1.8122 -0.4910 -6.0050
H -3.1654 -1.3473 -3.5926
H 1.6672 1.1281 2.5855
H 2.2614 1.8829 4.8653
H 0.9681 1.1626 6.8081
H -0.9527 -0.3690 6.5691
H -2.4151 -1.7647 4.4455
S 4.3340 0.2112 0.2063
C 2.6490 0.6096 0.2113
N 1.8169 -0.3638 0.1111
C 2.4712 -1.5586 0.0123
C 1.8877 -2.8149 -0.1268
C 2.7011 -3.9193 -0.2399
C 4.0911 -3.8022 -0.2120
C 4.6953 -2.5716 -0.0657
C 3.8791 -1.4565 0.0428
H 2.3500 1.6380 0.2858
H 0.8135 -2.8869 -0.1519
H 2.2623 -4.8973 -0.3562
H 4.7020 -4.6850 -0.3100
H 5.7684 -2.4763 -0.0415
Se -3.1594 1.6261 1.2424
N -1.6602 1.4404 0.3606
C -1.3462 2.6047 -0.1936
C -0.2004 2.8482 -0.9693
C -0.0306 4.0917 -1.5027
C -0.9736 5.1247 -1.2862
C -2.0824 4.9364 -0.5153
C -2.3010 3.6606 0.0508
N -3.3358 3.2957 0.7974
H 0.4897 2.0338 -1.1184
H 0.8402 4.3020 -2.1031
H -0.8016 6.0840 -1.7511
H -2.7856 5.7333 -0.3356
*
```

Here are the Mulliken charges for atoms 1 to 4, given in e:
1. Li 1.333
2. C -1.116
3. N 0.089
4. C -0.758